1.
The following is a DFT calculation (ωB97M-V with the def2-TZVPD basis set) of an isolated molecule of C21H28N4O4S at a distorted geometry.

As for the SMILES: Cc1ccc(NC(=O)CNc2ccc(N3CCOCC3)cc2)cc1S(=O)(=O)N(C)C. As for the HOMO energy: -7.32 eV. The calculation puts the energy above the lowest of the compared OMol25 structures with the same formula, charge and spin at 296.9 kJ/mol. Its HOMO-LUMO gap is 7.96 eV.

XYZ file:
```
58
Properties=species:S:1:pos:R:3:lowdin_charge:R:1
C 3.304 4.334 -0.679 -0.044
C 2.877 2.918 -0.870 -0.249
C 2.525 2.119 0.211 -0.237
C 2.130 0.807 0.058 0.008
C 2.077 0.237 -1.212 -0.196
C 2.431 1.018 -2.311 0.015
C 2.819 2.332 -2.132 -0.016
H 3.084 2.922 -2.997 0.116
H 2.391 0.588 -3.299 0.103
N 1.677 -1.092 -1.319 0.136
C 1.458 -1.834 -2.434 -0.475
O 1.643 -1.475 -3.575 0.068
C 0.968 -3.250 -2.105 -0.109
N 0.470 -3.376 -0.754 -0.021
C -0.836 -2.961 -0.457 -0.280
C -1.487 -3.488 0.656 -0.027
C -2.739 -3.049 1.023 -0.020
C -3.415 -2.072 0.281 -0.234
C -2.753 -1.548 -0.831 -0.015
C -1.489 -1.977 -1.190 -0.021
H -1.021 -1.538 -2.057 0.109
H -3.217 -0.793 -1.445 0.101
N -4.654 -1.613 0.721 -0.106
C -5.281 -0.465 0.099 -0.143
H -4.527 0.264 -0.196 0.120
C -6.151 -0.881 -1.095 -0.188
H -6.697 -0.027 -1.500 0.126
O -7.129 -1.818 -0.693 -0.133
C -6.532 -2.952 -0.105 -0.186
C -5.673 -2.571 1.109 -0.137
H -5.222 -3.468 1.528 0.109
H -6.309 -2.103 1.869 0.129
H -7.354 -3.608 0.189 0.125
H -5.900 -3.469 -0.845 0.130
H -5.522 -1.320 -1.885 0.121
H -5.929 -0.005 0.854 0.129
H -3.192 -3.460 1.911 0.107
H -0.994 -4.246 1.250 0.110
H 0.700 -4.255 -0.313 0.128
H 1.828 -3.913 -2.232 0.135
H 0.224 -3.525 -2.867 0.135
H 1.426 -1.553 -0.450 0.135
H 1.860 0.248 0.941 0.118
S 2.551 2.766 1.882 0.684
O 2.220 1.702 2.791 -0.289
O 1.774 3.969 1.961 -0.288
N 4.183 3.201 2.050 -0.345
C 5.019 2.025 2.110 -0.106
H 4.824 1.433 3.012 0.091
H 6.065 2.328 2.093 0.094
H 4.807 1.412 1.235 0.084
C 4.400 4.137 3.132 -0.101
H 4.339 3.653 4.113 0.094
H 5.382 4.597 3.015 0.092
H 3.627 4.898 3.061 0.080
H 3.314 4.865 -1.628 0.082
H 2.631 4.832 0.014 0.071
H 4.302 4.367 -0.243 0.082
```

2.
The following is a DFT calculation (ωB97M-V with the def2-TZVPD basis set) of an isolated molecule of C21H28N6O2S at a distorted geometry.

As for the SMILES: O=C(CCC(=O)N1CCN(c2ccccn2)CC1)Nc1nnc(C2CCCCC2)s1. As for the HOMO energy: -8.13 eV. The calculation puts the energy above the lowest of the compared OMol25 structures with the same formula, charge and spin at 28.5 kJ/mol. Its HOMO-LUMO gap is 8.69 eV.

XYZ file:
```
58
Properties=species:S:1:pos:R:3:lowdin_charge:R:1
O -1.519 -3.678 -0.783 0.099
C -1.673 -3.043 0.226 -0.466
N -0.715 -2.235 0.797 0.112
C 0.527 -1.990 0.304 -0.598
N 1.137 -2.615 -0.634 0.031
N 2.347 -2.138 -0.895 0.021
C 2.709 -1.146 -0.172 -0.568
C 4.017 -0.453 -0.266 -0.333
C 4.821 -0.654 1.024 -0.171
C 6.170 0.049 0.925 -0.200
C 5.978 1.538 0.655 -0.208
C 5.177 1.746 -0.626 -0.199
C 3.827 1.044 -0.532 -0.178
H 3.243 1.478 0.284 0.106
H 3.268 1.186 -1.460 0.113
H 5.024 2.812 -0.803 0.110
H 5.736 1.342 -1.474 0.117
H 6.950 2.030 0.570 0.108
H 5.445 1.993 1.493 0.114
H 6.726 -0.093 1.854 0.110
H 6.752 -0.395 0.115 0.116
H 4.254 -0.246 1.864 0.108
H 4.966 -1.722 1.200 0.123
H 4.558 -0.906 -1.103 0.153
S 1.478 -0.665 1.000 1.079
H -1.038 -1.645 1.571 0.092
C -2.970 -3.019 1.024 -0.081
H -2.754 -3.080 2.091 0.123
C -3.775 -1.747 0.726 -0.082
C -3.245 -0.530 1.463 -0.418
O -2.303 -0.599 2.246 0.027
N -3.883 0.639 1.260 -0.050
C -4.860 0.917 0.232 -0.116
H -5.767 1.311 0.704 0.125
C -4.255 1.965 -0.738 -0.132
N -2.816 2.005 -0.623 -0.088
C -2.102 1.005 -1.261 -0.293
N -2.811 0.049 -1.860 0.116
C -2.169 -0.886 -2.547 -0.137
C -0.797 -0.931 -2.684 -0.067
C -0.058 0.076 -2.073 -0.084
C -0.704 1.054 -1.349 -0.015
H -0.148 1.854 -0.886 0.105
H 1.019 0.095 -2.172 0.095
H -0.318 -1.724 -3.231 0.109
H -2.802 -1.638 -2.999 0.113
C -2.391 2.479 0.679 -0.116
H -1.354 2.192 0.845 0.109
C -3.287 1.855 1.780 -0.099
H -4.095 2.534 2.063 0.125
H -2.699 1.605 2.662 0.121
H -2.464 3.571 0.710 0.122
H -4.510 1.714 -1.766 0.118
H -4.626 2.967 -0.507 0.122
H -5.111 0.012 -0.311 0.105
H -4.816 -1.901 1.019 0.131
H -3.740 -1.549 -0.348 0.100
H -3.554 -3.889 0.723 0.124
```

3.
The following is a DFT calculation (ωB97M-V with the def2-TZVPD basis set) of an isolated molecule of C21H28NO4P at a distorted geometry.

As for the SMILES: CCOc1ccc([C@H](Nc2ccc(C)cc2)P2(=O)OCC(C)(C)CO2)cc1. As for the HOMO energy: -7.68 eV. The calculation puts the energy above the lowest of the compared OMol25 structures with the same formula, charge and spin at 23.3 kJ/mol. Its HOMO-LUMO gap is 8.39 eV.

XYZ file:
```
55
Properties=species:S:1:pos:R:3:lowdin_charge:R:1
C 4.956 -4.135 -1.294 -0.064
C 3.633 -4.590 -0.683 -0.251
O 3.245 -3.804 0.424 -0.051
C 2.718 -2.564 0.227 -0.265
C 2.409 -1.998 -1.006 -0.011
C 1.853 -0.732 -1.062 -0.045
C 1.580 -0.011 0.090 -0.225
C 1.912 -0.567 1.319 -0.024
C 2.471 -1.826 1.385 0.014
H 2.728 -2.267 2.335 0.120
H 1.738 -0.009 2.225 0.115
C 0.956 1.352 -0.042 -0.274
N 0.886 2.113 1.172 0.026
C -0.194 1.955 2.038 -0.294
C -0.537 3.001 2.895 -0.020
C -1.572 2.861 3.794 -0.047
C -2.303 1.681 3.868 -0.291
C -1.952 0.642 3.019 -0.028
C -0.908 0.765 2.119 -0.051
H -0.647 -0.073 1.494 0.093
H -2.500 -0.288 3.059 0.112
C -3.446 1.553 4.831 -0.059
H -3.780 0.521 4.903 0.071
H -4.287 2.164 4.502 0.080
H -3.154 1.897 5.823 0.076
H -1.826 3.686 4.445 0.112
H 0.012 3.931 2.841 0.110
H 1.133 3.086 1.055 0.134
H 1.541 1.923 -0.776 0.147
H 1.636 -0.288 -2.023 0.109
H 2.595 -2.524 -1.929 0.106
H 3.743 -5.598 -0.274 0.122
H 2.840 -4.613 -1.441 0.115
H 5.736 -4.155 -0.537 0.079
H 4.878 -3.121 -1.678 0.066
H 5.234 -4.801 -2.106 0.076
P -0.712 1.275 -0.861 0.619
O -1.680 2.336 -0.571 -0.222
O -0.268 1.276 -2.434 -0.197
C -1.389 1.085 -3.283 -0.186
H -2.117 1.884 -3.093 0.129
C -2.062 -0.280 -3.068 -0.525
C -1.103 -1.412 -3.437 -0.023
H -1.608 -2.372 -3.354 0.090
H -0.747 -1.292 -4.458 0.091
H -0.250 -1.414 -2.764 0.063
C -3.326 -0.354 -3.924 -0.036
H -3.834 -1.302 -3.763 0.088
H -3.071 -0.273 -4.978 0.089
H -4.011 0.451 -3.672 0.088
C -2.442 -0.393 -1.584 -0.175
H -3.195 0.365 -1.336 0.133
O -1.319 -0.224 -0.730 -0.189
H -2.842 -1.385 -1.359 0.140
H -1.015 1.177 -4.307 0.137
```

4.
The following is a DFT calculation (ωB97M-V with the def2-TZVPD basis set) of a structure of composition C21H29Br3CaCl2F8NO9 at a distorted geometry.

As for the charge: +1. As for the HOMO energy: -7.54 eV. Its HOMO-LUMO gap is 1.00 eV.

XYZ file:
```
74
Properties=species:S:1:pos:R:3:lowdin_charge:R:1
C -0.996 -2.019 3.500 0.014
C -1.016 -0.811 3.522 -0.202
C -1.034 0.610 3.099 -0.097
C -0.180 0.867 1.850 -0.210
C -0.652 2.137 1.060 -0.102
O -2.087 2.267 0.945 -0.078
C -2.723 1.170 0.320 -0.470
C -2.304 0.732 -1.073 0.009
O -3.568 0.597 0.932 0.148
C 0.165 -0.351 0.937 -0.401
O -0.529 -1.303 0.606 0.065
N 1.578 -0.236 0.478 -0.103
C 2.267 0.203 1.673 -0.131
C 3.807 0.428 1.622 -0.376
F 4.114 1.706 1.881 0.157
F 4.298 -0.264 2.664 0.155
C 4.583 -0.125 0.359 -0.353
F 4.220 -1.412 0.215 0.145
F 5.875 -0.125 0.610 0.207
C 4.392 0.619 -1.030 -0.528
F 4.145 1.903 -0.923 0.204
F 5.524 0.503 -1.700 0.201
F 3.443 0.081 -1.852 0.023
C 1.325 1.298 2.224 -0.187
F 1.637 1.375 3.560 0.059
H -1.056 -3.080 3.416 0.061
H -0.682 1.214 3.945 0.136
H -2.087 0.874 2.963 0.119
H -0.323 3.003 1.644 0.145
H -0.149 2.238 0.081 0.115
H -2.958 1.112 -1.861 0.112
H -1.241 0.965 -1.244 0.003
H -2.387 -0.362 -1.068 0.088
H 1.501 0.658 -0.106 0.051
H 2.174 -0.674 2.331 0.187
H 1.625 2.266 1.793 0.164
Ca 1.015 -0.838 -1.655 1.303
C -2.331 -3.327 7.268 -1.580
Br -1.948 -1.836 6.097 0.708
Br -3.409 -4.661 6.393 0.599
Br -0.701 -4.085 7.990 0.560
H -2.898 -2.954 8.112 -0.074
C -10.320 -0.609 -1.030 -0.026
O -9.449 -0.561 0.105 0.017
C -8.363 0.178 -0.068 -0.619
O -8.064 0.787 -1.062 0.121
O -7.644 0.135 1.062 0.018
C -6.446 0.893 1.003 -0.076
H -11.162 -1.240 -0.760 0.098
H -10.689 0.385 -1.273 0.100
H -9.811 -1.048 -1.886 0.100
H -6.672 1.951 0.834 0.090
H -5.790 0.514 0.225 0.080
H -5.945 0.789 1.962 0.089
O 4.223 -0.845 -6.941 0.096
C 5.298 -1.077 -6.465 -0.527
O 5.376 -1.994 -5.465 -0.032
C 6.578 -2.500 -4.896 -0.241
C 7.084 -1.576 -3.796 -0.067
C 6.536 -0.324 -6.871 -0.108
H 7.321 -2.694 -5.671 0.117
H 6.327 -3.465 -4.456 0.117
H 7.330 -0.586 -4.181 0.072
H 7.975 -1.992 -3.323 0.082
H 6.314 -1.441 -3.036 0.051
H 6.569 0.622 -6.337 0.071
H 6.485 -0.113 -7.969 -0.071
H 7.462 -0.875 -6.697 0.072
Cl -1.363 -3.020 10.092 -0.158
Cl 6.062 1.639 -8.895 -0.227
O -4.062 4.458 0.895 0.346
H -3.387 3.815 0.557 0.161
H -3.665 5.331 1.088 0.204
H -4.535 4.097 1.674 0.203
```

5.
The following is a DFT calculation (ωB97M-V with the def2-TZVPD basis set) of a structure of composition C21H29ClIN3O4S at a distorted geometry.

As for the HOMO energy: -7.94 eV. Its HOMO-LUMO gap is 7.90 eV.

XYZ file:
```
60
Properties=species:S:1:pos:R:3:lowdin_charge:R:1
C 4.378 2.908 -0.097 0.063
C 3.499 3.640 -0.517 -0.133
C 2.147 4.220 -1.090 -0.175
C 1.017 4.098 0.025 -0.196
C -0.421 3.729 -0.560 -0.205
C -1.436 3.379 0.617 -0.709
Cl -2.580 4.855 0.610 0.535
N -0.939 3.040 1.951 0.090
C -0.737 1.616 2.064 -0.380
O 0.184 1.049 2.615 0.112
C -1.959 0.930 1.250 -0.335
C -2.911 0.494 2.474 -0.176
C -2.399 -0.791 3.265 -0.178
C -3.087 -2.111 2.633 -0.189
C -2.134 -3.336 2.991 -0.287
N -0.844 -3.320 2.250 -0.032
C -1.232 -0.282 0.534 -0.041
C -0.248 0.120 -0.623 -0.375
O 0.715 0.845 -0.530 0.135
O -0.510 -0.491 -1.892 0.009
C 0.080 0.255 -2.949 -0.449
C 1.311 -0.448 -3.670 0.022
O -0.316 1.327 -3.335 0.066
C -2.513 2.153 0.393 -0.951
S -4.068 2.874 1.185 0.546
I -3.246 1.799 -1.624 1.001
H 5.236 2.307 0.297 0.044
H 1.911 3.712 -2.064 0.114
H 2.342 5.328 -1.246 0.108
H 1.360 3.299 0.759 0.104
H 0.978 5.105 0.556 0.124
H -0.804 4.691 -1.029 0.089
H -0.387 2.974 -1.395 0.072
H -0.254 3.661 2.386 0.146
H -2.894 1.353 3.217 0.101
H -3.968 0.256 2.133 0.111
H -1.280 -0.933 3.252 0.098
H -2.814 -0.730 4.323 0.122
H -4.093 -2.325 3.103 0.113
H -3.263 -1.994 1.520 0.098
H -2.645 -4.345 2.861 0.108
H -1.873 -3.204 4.093 0.116
H -0.972 -3.045 1.267 0.052
H -0.464 -4.271 2.267 0.066
H -2.042 -0.962 0.109 0.123
H -0.634 -0.937 1.247 0.121
H 0.891 -1.223 -4.393 0.097
H 1.981 -0.959 -2.915 0.088
H 1.840 0.313 -4.304 0.091
H -3.817 3.106 2.519 -0.081
N 2.779 -3.987 -1.774 -0.001
C 4.143 -4.099 -1.755 -0.142
C 4.544 -4.592 -2.971 -0.113
C 3.378 -4.779 -3.757 -0.115
C 2.305 -4.395 -2.993 -0.154
H 2.212 -3.656 -1.012 0.140
H 4.709 -3.821 -0.880 0.106
H 5.563 -4.794 -3.265 0.090
H 3.330 -5.152 -4.768 0.090
H 1.249 -4.377 -3.210 0.104
```

6.
The following is a DFT calculation (ωB97M-V with the def2-TZVPD basis set) of a cluster of 5 separate species, C21H29F16NO8S2 in total at a distorted geometry.

As for the spin multiplicity: 2. As for the charge: +1. As for the HOMO energy (spin up / spin down): -13.25 / -13.25 eV. Its HOMO-LUMO gap (spin up / spin down) is 8.70 / 4.57 eV.

XYZ file:
```
77
Properties=species:S:1:pos:R:3:lowdin_spin:R:1
O -1.825 -0.172 2.478 0.000
S -3.068 -0.275 1.672 0.000
O -4.323 -0.428 2.408 0.000
O -3.155 1.093 0.830 0.000
C -3.710 2.222 1.460 0.000
C -3.633 3.506 0.536 0.000
C -2.880 -1.542 0.294 0.000
H -3.106 2.457 2.336 0.000
H -4.740 2.156 1.810 0.000
H -4.218 3.340 -0.368 0.000
H -2.685 3.852 0.123 0.000
H -4.024 4.405 1.014 0.000
H -2.868 -2.585 0.611 0.000
H -2.044 -1.326 -0.370 0.000
H -3.759 -1.373 -0.328 0.000
O 1.616 -3.293 -3.112 0.003
S 0.220 -3.118 -2.739 0.002
O -0.313 -1.871 -2.186 0.022
O -0.651 -3.425 -4.135 0.002
C -2.032 -3.333 -4.051 0.000
C -2.555 -2.691 -5.379 0.000
C -0.306 -4.527 -1.606 0.000
H -2.363 -2.685 -3.240 0.000
H -2.494 -4.317 -3.985 0.000
H -2.350 -1.627 -5.494 0.000
H -3.595 -2.988 -5.509 0.000
H -2.021 -3.162 -6.204 0.000
H -1.367 -4.391 -1.395 0.000
H 0.285 -4.521 -0.691 0.001
H -0.055 -5.429 -2.165 0.000
N 3.103 -2.721 -0.026 0.028
C 2.146 -1.841 -0.306 0.207
C 0.961 -1.662 0.447 0.260
C 0.842 -2.328 1.660 0.006
C 1.832 -3.212 2.050 0.192
C 2.916 -3.416 1.137 0.239
H 2.338 -1.178 -1.137 0.006
H 0.209 -0.988 0.065 0.007
H -0.052 -2.107 2.224 -0.003
H 1.951 -3.786 2.957 0.007
H 3.712 -4.128 1.300 0.008
C 2.854 -0.238 4.247 0.002
C 2.255 -0.574 5.716 0.000
C 0.852 -1.202 5.590 0.000
F 0.716 -2.266 4.802 0.000
F 0.216 -1.509 6.733 0.000
F 3.095 -1.424 6.256 0.000
F 2.251 0.581 6.465 0.000
O 1.857 0.437 3.485 0.002
C 2.324 1.385 2.507 0.000
C 1.104 2.107 1.826 0.000
F 0.157 2.688 2.633 0.000
F 1.343 3.096 0.974 0.000
F 3.117 2.259 3.017 0.000
F 2.998 0.719 1.539 0.004
H 2.960 -1.192 3.731 0.002
H 3.851 0.202 4.271 0.000
H 0.263 -0.428 5.098 0.000
H 0.561 1.361 1.246 0.001
C 0.658 2.829 -2.862 0.000
C -0.373 1.860 -2.252 0.000
C -0.923 0.990 -3.440 0.000
F -1.880 0.160 -3.004 0.000
F -1.392 1.658 -4.485 0.000
F 0.102 1.137 -1.228 0.000
F -1.428 2.500 -1.770 0.000
O 1.082 3.784 -1.864 0.000
C 2.261 4.576 -2.271 0.000
C 2.610 5.421 -1.064 0.000
F 3.546 6.378 -1.326 0.000
F 1.532 6.070 -0.611 0.000
F 3.266 3.783 -2.615 0.000
F 1.847 5.348 -3.298 0.000
H 0.077 3.419 -3.572 0.000
H 1.450 2.297 -3.390 0.000
H -0.119 0.375 -3.844 0.000
H 2.974 4.825 -0.227 0.000
```